The following is a DFT calculation (the ωB97M-V functional and the def2-TZVPD basis) of 10 unconnected molecules or ions with the total composition C36H52Br6N2O15 at a distorted geometry.

Calculated values
E_tot	-18085.167271	Ha
Kohn-Sham gap	0.353	Eh
maximum force	0.1154	hartree/bohr
SMILES string	C[C@H]1COC(=O)O1.C[C@H]1COC(=O)O1.C[C@H]1COC(=O)O1.C[C@H]1COC(=O)O1.C[C@H]1COC(=O)O1.c1ccncc1.c1ccncc1.BrCCBr.BrCCBr.BrCCBr

```
! RIJCOSX wB97M-V def2-TZVPD def2/J DEFGRID3
* xyz 0 1
C 3.79 0.06 0.86
C 3.96 0.72 2.20
C 5.43 0.82 2.60
O 5.67 2.23 2.57
C 4.49 2.89 2.25
O 4.31 4.09 2.20
O 3.53 1.99 2.17
H 4.15 -0.96 0.99
H 4.46 0.51 0.12
H 2.75 -0.09 0.59
H 3.48 0.24 3.05
H 6.07 0.41 1.83
H 5.63 0.42 3.59
C 1.34 6.86 -0.19
C 1.27 5.39 0.41
C -0.07 4.73 0.72
O 0.16 3.38 0.37
C 1.24 3.25 -0.47
O 1.49 2.27 -1.19
O 1.91 4.45 -0.46
H 2.26 7.35 0.11
H 0.48 7.39 0.22
H 1.18 6.98 -1.27
H 1.94 5.33 1.27
H -0.83 5.27 0.15
H -0.37 4.89 1.75
C -2.29 -5.20 5.03
C -2.04 -4.50 3.68
C -0.94 -3.40 3.80
O -0.06 -3.72 2.70
C -0.31 -4.98 2.23
O 0.36 -5.61 1.39
O -1.43 -5.45 2.81
H -1.40 -5.74 5.35
H -3.13 -5.90 5.07
H -2.41 -4.50 5.85
H -2.98 -4.12 3.29
H -0.52 -3.43 4.80
H -1.46 -2.46 3.61
C 3.72 -3.90 -2.61
C 4.23 -3.88 -1.20
C 5.57 -4.61 -1.14
O 6.42 -3.65 -0.43
C 5.81 -2.44 -0.37
O 6.36 -1.42 0.02
O 4.59 -2.55 -0.91
H 2.82 -3.30 -2.76
H 3.61 -4.97 -2.78
H 4.40 -3.52 -3.38
H 3.46 -4.32 -0.55
H 5.98 -4.87 -2.12
H 5.39 -5.61 -0.75
C -1.31 3.50 -2.70
C -2.82 3.49 -2.87
C -3.61 3.44 -1.60
O -4.62 4.44 -1.73
C -4.35 5.16 -2.77
O -5.04 6.12 -3.16
O -3.25 4.69 -3.48
H -0.96 4.32 -2.07
H -0.84 3.66 -3.67
H -0.96 2.56 -2.29
H -3.13 2.67 -3.52
H -3.09 3.75 -0.69
H -4.07 2.48 -1.38
C -0.97 -3.79 -2.50
C -2.37 -3.65 -2.36
C -3.12 -4.71 -1.86
N -2.52 -5.81 -1.35
C -1.18 -5.83 -1.28
C -0.36 -4.89 -1.86
H -0.31 -3.04 -2.93
H -2.89 -2.77 -2.71
H -4.19 -4.78 -1.99
H -0.71 -6.68 -0.80
H 0.71 -5.03 -1.95
C -1.15 -0.96 -6.22
C -0.10 -0.71 -5.40
C -0.37 0.01 -4.20
N -1.57 0.45 -3.88
C -2.63 0.16 -4.66
C -2.43 -0.42 -5.89
H -1.04 -1.51 -7.14
H 0.96 -0.81 -5.62
H 0.46 0.32 -3.58
H -3.62 0.55 -4.45
H -3.23 -0.59 -6.60
Br -4.26 1.65 4.50
C -4.18 2.38 2.65
C -5.48 3.11 2.32
Br -5.65 4.69 3.57
H -4.12 1.53 1.96
H -3.30 3.02 2.65
H -6.29 2.42 2.56
H -5.49 3.42 1.28
Br -2.01 0.90 0.18
C -0.27 0.06 -0.18
C -0.47 -1.47 -0.03
Br 1.25 -2.38 -0.25
H 0.39 0.51 0.56
H 0.01 0.45 -1.16
H -1.20 -1.95 -0.68
H -0.82 -1.64 0.99
Br 0.82 -0.14 3.37
C -0.46 1.16 4.03
C 0.22 2.52 4.26
Br -1.17 3.89 4.80
H -0.77 0.78 5.00
H -1.29 1.23 3.32
H 0.79 2.80 3.37
H 0.97 2.48 5.05
*
```

The following is a DFT calculation (the ωB97M-V functional and the def2-TZVPD basis) of 7 unconnected molecules or ions with the total composition C24H68N6O7 at a distorted geometry.

Calculated values
ΔE to the lowest compared entry with this formula, charge and spin	17.6	kcal per mole
E_tot	-1810.309369	Ha
Kohn-Sham gap	0.340	Eh
maximum force	0.0321	hartree/bohr
SMILES string	COC[C@H](C)N.COC[C@H](C)N.COC[C@H](C)N.COC[C@H](C)N.COC[C@H](C)N.COC[C@H](C)N.O

```
! RIJCOSX wB97M-V def2-TZVPD def2/J DEFGRID3
* xyz 0 1
C 4.80 -11.06 14.93
O 4.33 -9.77 14.61
C 3.46 -9.23 15.60
C 4.25 -8.68 16.77
C 3.33 -8.01 17.78
N 5.22 -7.67 16.32
H 3.99 -11.79 14.83
H 5.24 -11.12 15.93
H 5.60 -11.30 14.23
H 2.91 -8.41 15.15
H 2.73 -10.01 15.88
H 4.80 -9.47 17.28
H 3.02 -7.01 17.45
H 3.98 -7.77 18.63
H 2.49 -8.55 18.19
H 5.69 -8.02 15.48
H 4.77 -6.81 16.02
C 1.88 -5.87 14.98
O 2.85 -5.04 15.58
C 2.31 -4.33 16.69
C 3.41 -3.51 17.33
C 4.55 -4.35 17.87
N 2.78 -2.79 18.46
H 1.31 -6.43 15.73
H 2.36 -6.54 14.28
H 1.16 -5.26 14.42
H 1.59 -3.62 16.26
H 1.85 -4.97 17.45
H 3.80 -2.77 16.62
H 4.20 -5.28 18.32
H 5.13 -3.76 18.58
H 5.24 -4.65 17.08
H 2.03 -2.19 18.12
H 3.45 -2.18 18.91
C 11.67 -6.93 16.15
O 10.99 -5.91 15.50
C 9.60 -6.03 15.66
C 8.87 -5.10 14.71
C 7.39 -5.16 15.09
N 9.16 -5.49 13.33
H 11.31 -7.92 15.80
H 11.52 -6.91 17.24
H 12.74 -6.85 15.96
H 9.26 -7.06 15.47
H 9.31 -5.78 16.70
H 9.31 -4.11 14.88
H 7.13 -6.17 15.40
H 6.67 -4.81 14.34
H 7.28 -4.58 16.01
H 8.95 -6.47 13.16
H 8.55 -4.98 12.70
C 9.28 -9.37 13.17
O 8.26 -8.42 12.92
C 7.41 -8.75 11.81
C 6.04 -8.17 12.07
C 5.10 -8.40 10.92
N 6.08 -6.71 12.31
H 10.15 -8.82 13.55
H 9.64 -9.83 12.25
H 8.98 -10.08 13.95
H 7.83 -8.27 10.92
H 7.38 -9.84 11.71
H 5.58 -8.57 12.98
H 4.76 -9.43 10.80
H 5.56 -8.12 9.96
H 4.23 -7.76 11.03
H 6.44 -6.25 11.47
H 6.80 -6.53 13.00
C 0.24 -7.51 20.07
O 0.13 -6.34 20.84
C -0.62 -6.51 22.01
C -0.73 -5.18 22.70
C -1.28 -4.09 21.76
N 0.61 -4.82 23.22
H 0.91 -7.30 19.24
H -0.74 -7.80 19.66
H 0.60 -8.34 20.70
H -1.62 -6.95 21.87
H -0.07 -7.20 22.67
H -1.37 -5.26 23.57
H -1.86 -3.34 22.30
H -1.99 -4.51 21.03
H -0.47 -3.68 21.15
H 0.59 -3.86 23.54
H 1.25 -4.81 22.42
C 3.40 -14.35 21.57
O 3.91 -13.10 21.15
C 4.92 -13.22 20.18
C 5.69 -11.89 20.15
C 6.64 -11.86 18.96
N 6.36 -11.60 21.40
H 2.97 -14.91 20.73
H 2.62 -14.15 22.30
H 4.20 -14.98 22.00
H 5.62 -14.02 20.46
H 4.44 -13.43 19.22
H 4.90 -11.15 19.94
H 7.37 -11.06 19.08
H 6.13 -11.68 18.02
H 7.20 -12.80 18.86
H 7.26 -12.06 21.44
H 5.77 -11.94 22.16
O 7.19 -8.58 18.47
H 6.69 -8.06 17.83
H 6.59 -8.71 19.21
*
```

The following is a DFT calculation (the ωB97M-V functional and the def2-TZVPD basis) of 8 unconnected molecules or ions with the total composition C34H91N7O10 at a distorted geometry.

Calculated values
ΔE to the lowest compared entry with this formula, charge and spin	28.7	kcal per mole
E_tot	-2485.448052	Ha
Kohn-Sham gap	0.346	Eh
maximum force	0.0758	hartree/bohr
SMILES string	COC[C@H](C)N.COC[C@H](C)N.COC[C@H](C)N.COC[C@H](C)N.COC[C@H](C)N.COCCNCCOC.COCCNCCOC.CCO

```
! RIJCOSX wB97M-V def2-TZVPD def2/J DEFGRID3
* xyz 0 1
C 0.83 3.10 5.02
O 1.07 3.66 3.76
C -0.12 3.86 3.05
C 0.14 4.42 1.61
C 0.56 5.91 1.73
N -1.11 4.34 0.88
H 0.24 3.83 5.68
H 1.81 2.94 5.50
H 0.21 2.21 4.92
H -0.60 2.87 2.87
H -0.77 4.56 3.58
H 0.93 3.89 1.13
H -0.24 6.45 2.31
H 0.77 6.38 0.77
H 1.55 5.96 2.34
H -1.12 5.05 0.10
H -1.30 3.44 0.47
C 3.08 5.31 -1.63
O 1.88 5.08 -2.26
C 1.35 3.82 -1.93
C 0.35 3.57 -3.12
C -0.84 4.48 -2.90
N -0.07 2.13 -3.04
H 3.64 6.06 -2.18
H 3.69 4.38 -1.58
H 3.05 5.61 -0.59
H 2.08 3.08 -1.86
H 0.71 3.90 -1.02
H 0.87 3.84 -4.04
H -0.51 5.49 -2.65
H -1.34 4.12 -2.03
H -1.54 4.51 -3.79
H 0.76 1.50 -3.10
H -0.56 1.84 -3.89
C -4.47 -4.89 -0.37
O -4.30 -3.74 0.41
C -5.41 -2.87 0.42
C -4.87 -1.55 1.01
C -4.64 -1.72 2.47
N -5.87 -0.53 0.73
H -5.54 -5.31 -0.32
H -3.85 -5.70 -0.02
H -4.17 -4.78 -1.41
H -5.83 -2.69 -0.58
H -6.19 -3.32 1.04
H -3.93 -1.36 0.58
H -4.01 -2.60 2.68
H -5.49 -2.09 3.08
H -4.13 -0.90 2.92
H -5.66 -0.10 -0.18
H -5.71 0.21 1.43
C 3.42 -2.56 0.48
O 3.01 -1.56 -0.44
C 2.89 -2.04 -1.79
C 2.13 -0.94 -2.57
C 1.72 -1.40 -3.94
N 2.87 0.32 -2.67
H 2.99 -3.52 0.29
H 3.05 -2.22 1.45
H 4.49 -2.65 0.56
H 3.83 -2.00 -2.27
H 2.35 -3.01 -1.85
H 1.21 -0.74 -1.97
H 1.15 -0.56 -4.38
H 1.05 -2.26 -3.89
H 2.51 -1.77 -4.64
H 3.72 0.14 -3.23
H 3.33 0.43 -1.76
C 0.09 -0.25 5.15
O 0.36 -1.49 4.50
C -0.80 -2.25 4.27
C -0.35 -3.32 3.31
C -1.42 -4.32 3.00
N 0.85 -3.95 3.79
H 0.10 -0.38 6.23
H -0.74 0.29 4.66
H 0.94 0.40 4.92
H -1.18 -2.67 5.16
H -1.56 -1.59 3.85
H -0.22 -2.72 2.41
H -2.17 -3.89 2.32
H -1.96 -4.67 3.89
H -1.01 -5.18 2.50
H 0.53 -4.59 4.49
H 1.45 -3.30 4.25
C -2.29 -1.04 -3.38
O -3.64 -1.07 -3.85
C -4.54 -0.35 -3.10
C -5.93 -0.92 -3.28
N -6.02 -2.28 -2.89
C -7.28 -2.86 -3.26
C -7.13 -4.38 -3.50
O -6.08 -4.69 -4.38
C -6.44 -4.56 -5.72
H -1.70 -1.65 -4.03
H -2.23 -1.49 -2.42
H -1.91 -0.01 -3.29
H -4.55 0.75 -3.24
H -4.31 -0.45 -2.06
H -6.34 -0.79 -4.32
H -6.59 -0.21 -2.72
H -5.33 -2.75 -3.51
H -7.73 -2.45 -4.20
H -8.07 -2.74 -2.50
H -8.05 -4.80 -3.86
H -6.84 -4.79 -2.52
H -5.53 -4.61 -6.35
H -7.04 -3.72 -5.97
H -7.18 -5.39 -5.96
C 3.23 1.61 0.90
O 4.57 1.68 1.30
C 5.19 2.93 1.00
C 6.58 2.86 1.51
N 7.32 1.74 1.00
C 8.61 1.58 1.57
C 9.12 0.18 1.34
O 8.23 -0.72 2.00
C 8.69 -2.03 2.07
H 3.11 2.03 -0.11
H 2.63 2.19 1.55
H 2.92 0.57 0.76
H 4.69 3.78 1.48
H 5.20 3.07 -0.15
H 6.48 2.80 2.67
H 7.06 3.80 1.18
H 6.71 0.96 1.25
H 8.62 1.74 2.62
H 9.26 2.28 1.11
H 10.14 0.11 1.71
H 9.13 -0.07 0.24
H 9.48 -2.21 2.80
H 9.15 -2.36 1.08
H 7.87 -2.70 2.37
C -0.68 -0.33 0.97
C -0.35 0.92 0.29
O -1.32 1.22 -0.71
H -0.78 -1.04 0.15
H -1.67 -0.23 1.50
H 0.21 -0.67 1.56
H 0.62 0.82 -0.18
H -0.29 1.75 0.96
H -0.93 1.59 -1.54
*
```